Entry 1:
{
  "formula": "C19H17IN4O2Sn",
  "method": "ωB97M-V/def2-TZVPD",
  "species": ["Sn", "O", "C", "C", "C", "C", "C", "C", "C", "N", "C", "C", "N", "C", "C", "C", "C", "C", "C", "C", "O", "H", "H", "H", "H", "H", "H", "H", "H", "H", "H", "H", "H", "H", "H", "I", "C", "C", "N", "N", "C", "H", "H", "H"],
  "positions_angstrom": [[-0.9056, -1.1460, -0.1993], [-0.1007, -0.6204, -2.4412], [-0.6212, -0.1022, -3.4549], [-0.1126, -0.4311, -4.7677], [-0.6499, 0.1284, -5.8924], [-1.7065, 1.0431, -5.7816], [-2.2234, 1.3942, -4.5207], [-1.7211, 0.8495, -3.3650], [-2.3247, 1.2694, -2.1045], [-2.0629, 0.8182, -0.9409], [-2.8196, 1.3357, 0.1977], [-1.8483, 1.6103, 1.3285], [-1.0744, 0.3908, 1.6381], [-0.5946, 0.3312, 2.8249], [0.2672, -0.6811, 3.4286], [0.8147, -0.3788, 4.6521], [1.6655, -1.2816, 5.3189], [1.9633, -2.5323, 4.7605], [1.4231, -2.8856, 3.5555], [0.5522, -1.9820, 2.8352], [0.0421, -2.3388, 1.7557], [0.7032, -1.1399, -4.8111], [-0.2649, -0.1302, -6.8692], [-2.1319, 1.4880, -6.6706], [-3.0374, 2.1073, -4.4695], [-3.0865, 2.0464, -2.2078], [-3.3752, 2.2399, -0.0588], [-3.5430, 0.5738, 0.5040], [-1.1475, 2.3909, 1.0187], [-2.3818, 1.9637, 2.2119], [-0.8189, 1.1585, 3.5038], [0.5957, 0.5728, 5.1215], [2.0819, -1.0039, 6.2775], [2.6098, -3.2167, 5.2927], [1.6063, -3.8496, 3.1001], [4.5552, 2.2156, 0.4876], [3.1995, 0.7205, 0.1110], [3.4494, -0.5460, -0.3794], [2.2698, -1.1794, -0.4575], [1.2589, -0.3965, -0.0461], [1.8155, 0.7616, 0.2985], [4.3700, -1.0260, -0.6673], [2.0959, -2.1195, -0.7775], [1.2132, 1.5779, 0.6606]],
  "relative_energy_kj_mol": 20.7,
  "total_charge": 2,
  "total_energy_ev": -43950.4849,
  "gap_ev": [5.78, 5.75],
  "lumo_energy_ev": [-8.331, -8.368]
}

Entry 2:
{
  "formula": "C9H19ClO3PtS",
  "method": "ωB97M-V/def2-TZVPD",
  "species": ["C", "C", "C", "C", "C", "C", "C", "C", "C", "O", "S", "O", "O", "Cl", "H", "H", "H", "H", "H", "H", "H", "H", "H", "H", "H", "H", "H", "H", "H", "H", "H", "H", "H", "Pt"],
  "positions_angstrom": [[3.2767, -1.8545, 0.2826], [3.3275, -0.3213, 0.2219], [1.9927, 0.2783, -0.1677], [1.5649, 1.4426, 0.6757], [0.1312, 1.9735, 0.5007], [-0.5356, 1.7583, -0.8615], [-1.2547, 0.3761, -0.8924], [-2.7451, 0.4662, -1.1485], [-3.4957, -0.7741, -0.6997], [-3.4129, -0.8764, 0.7413], [-2.5019, -2.0980, 1.3206], [-1.3980, -2.2803, 0.4053], [-1.8291, -1.1479, 2.5077], [-2.0201, -1.8607, 4.0283], [4.2853, -2.2345, 0.1968], [2.9135, -2.1809, 1.2488], [2.6518, -2.2786, -0.4973], [3.5687, 0.0588, 1.2053], [4.1079, -0.0110, -0.4770], [1.2592, -0.5795, -0.1397], [2.0931, 0.7066, -1.3624], [2.2692, 2.2573, 0.4910], [1.7063, 1.1096, 1.7036], [-0.4690, 1.5103, 1.2801], [0.1434, 3.0327, 0.7249], [-1.2471, 2.5610, -0.9914], [0.2354, 1.8392, -1.6564], [-0.8284, -0.2754, -1.6999], [-1.1156, -0.0621, 0.0781], [-2.9934, 0.7249, -2.1722], [-3.0973, 1.3006, -0.5426], [-3.1840, -1.6802, -1.2064], [-4.5430, -0.6304, -0.9336], [1.1442, -0.2503, -2.1639]],
  "total_charge": 2,
  "total_energy_ev": -42360.8922,
  "gap_ev": 3.02,
  "lumo_energy_ev": -13.106
}

Entry 3:
{
  "formula": "C5H11IN2O2S",
  "method": "ωB97M-V/def2-TZVPD",
  "species": ["C", "C", "C", "C", "C", "N", "N", "O", "O", "S", "I", "H", "H", "H", "H", "H", "H", "H", "H", "H", "H", "H"],
  "positions_angstrom": [[-2.2184, -2.1581, -0.3994], [-0.8940, -1.6761, -1.1282], [1.5551, 2.1349, -1.1263], [2.2320, 1.8719, 1.2804], [1.9765, 1.3662, -0.1258], [-2.0930, -1.5486, 0.9398], [-0.6007, -0.3486, -0.7130], [0.0018, -0.1942, 1.7763], [-1.8245, 1.0740, 1.0125], [-1.0979, -0.1392, 0.9090], [2.6424, -0.6505, -0.0555], [-3.0869, -1.7405, -0.7668], [-2.1127, -3.1720, -0.4598], [0.0414, -2.1732, -0.9348], [-1.1427, -1.8972, -2.2594], [1.3521, 3.1545, -0.9791], [1.3642, 1.7272, -2.0876], [-1.0587, 0.3966, -1.2054], [3.0614, 2.5994, 1.2119], [2.2616, 1.1608, 2.0670], [1.2576, 2.3690, 1.4546], [-1.6166, -2.1564, 1.5895]],
  "relative_energy_kj_mol": 8.9,
  "total_charge": 0,
  "total_energy_ev": -31371.6189,
  "gap_ev": 9.25,
  "lumo_energy_ev": 0.433
}

Entry 4:
{
  "formula": "C6H17N2",
  "method": "ωB97M-V/def2-TZVPD",
  "species": ["N", "C", "C", "C", "N", "C", "C", "C", "H", "H", "H", "H", "H", "H", "H", "H", "H", "H", "H", "H", "H", "H", "H", "H", "H"],
  "positions_angstrom": [[-1.1293, 0.3214, 0.9917], [-2.3856, 0.0071, 0.5299], [-2.4430, 0.3540, -1.0009], [-2.7966, -1.5028, 0.7294], [1.0683, -0.5989, -0.0284], [1.9264, 1.6842, -0.1948], [2.1974, 0.2068, 0.0960], [3.4079, -0.3631, -0.7982], [-1.0473, 0.5093, 2.0039], [-3.6755, -1.6764, 0.1137], [0.0298, -0.2326, 0.5097], [-3.0666, 0.6457, 1.1370], [-1.8193, -0.3995, -1.4881], [-2.0645, 1.3551, -1.1853], [-3.4510, 0.2631, -1.3998], [-3.0353, -1.6662, 1.7792], [-1.9877, -2.1657, 0.4290], [1.1997, -1.5453, 0.3602], [2.8613, 2.2240, -0.0677], [1.5764, 1.8297, -1.2151], [1.1826, 2.0302, 0.5236], [2.5179, 0.0385, 1.1583], [4.2021, 0.3642, -0.6536], [3.0259, -0.3159, -1.8159], [3.7059, -1.3668, -0.5137]],
  "s2": 1.1613,
  "relative_energy_kj_mol": 566.7,
  "total_charge": 2,
  "spin_multiplicity": 2,
  "total_energy_ev": -9453.5476,
  "gap_ev": [5.56, 7.46],
  "lumo_energy_ev": [-13.723, -12.571]
}

> What is the formula in the fourth record?

C6H17N2